3 unconnected molecules or ions with the total composition C5H16NO. Source: OMol25; level of theory: ωB97M-V/def2-TZVPD.

CARTESIAN COORDINATES (ANGSTROEM)
C  0.518246  1.614954  0.939329
C  1.088158  0.369382  0.218462
C  0.383228  -0.107859  -1.056979
C  0.387981  1.093619  -2.055086
C  1.092760  -1.322062  -1.653963
N  -0.945244  1.611159  0.995595
H  0.783832  2.493448  0.396812
H  1.045839  1.589830  1.929070
H  1.005189  -0.320173  1.019979
H  2.112962  0.684649  0.048625
H  -0.669653  -0.314679  -0.890596
H  1.313607  1.649230  -2.358742
H  -0.160437  1.932644  -1.653522
H  -0.188564  0.798741  -2.940681
H  1.467307  -2.183628  -0.992389
H  0.736900  -1.681248  -2.659079
H  2.010284  -0.959129  -1.987812
H  -1.293942  2.306854  1.751850
H  -1.056311  0.614319  1.523632
H  -0.696450  -0.874870  1.590180
H  -3.753552  -3.267141  2.468725
H  -2.287273  -2.601235  2.395718
O  -2.894867  -3.126804  2.970874

Atomic forces in eV per Å
-0.722 -1.745 0.032
-1.386 3.383 -1.678
0.943 0.714 -0.502
-0.113 0.443 -0.345
0.258 -1.512 -0.378
1.128 -0.502 2.972
0.559 1.118 -0.483
-0.566 0.838 -0.413
-0.294 -2.437 1.965
0.492 -0.832 -0.006
-0.334 -0.169 0.527
-0.144 -1.446 0.230
-0.652 0.082 0.420
0.427 0.034 -0.014
-1.421 1.116 -0.623
-0.558 0.060 1.368
2.012 0.957 -0.428
0.752 -1.198 -1.419
-0.866 -0.437 -0.921
0.528 1.590 -0.282
1.724 0.385 0.743
-1.123 -0.875 0.503
-0.644 0.432 -1.266

For the lowest unoccupied orbital energy, the calculation gives -9.79 eV. The value obtained for the relative energy (zero: lowest compared OMol25 entry of this formula, charge and spin) is 853.38 kJ/mol. The maximum force is 4.023 eV/Å. Its charge is +1. The electronic energy is -8967.67034 eV. Its HOMO energy is -0.5350 hartree. The value obtained for the frontier orbital gap is 4.8 eV.